Record 1
Below is 2 unconnected molecules or ions with the total composition C6H13NO, with properties calculated with ωB97M-V/def2-TZVPD.

```
! wB97M-V def2-TZVPD RIJCOSX def2/J DEFGRID3
* xyz 0 1
O -1.63241 2.01335 -0.90749
C -1.12195 1.13412 -1.61055
N -0.54832 -0.00485 -1.23232
C -0.69650 -0.24986 0.16724
C 0.18728 -1.07314 0.95241
C 0.99730 -0.52865 1.97840
C 2.18724 0.30055 1.06853
C -2.11736 -0.80339 0.48049
H -1.26958 1.12596 -2.70673
H 0.81663 0.95886 -4.00661
H -0.60140 0.77210 0.58329
H 1.27574 0.95586 -4.59356
H 0.62800 -1.93232 0.43648
H 0.61283 0.20110 2.68253
H 1.61366 -1.23912 2.52534
H 1.82212 -0.00680 0.09002
H 3.13435 -0.15882 1.30515
H 2.06732 1.37393 1.12001
H -2.23416 -0.94027 1.56119
H -2.87810 -0.12395 0.10627
H -2.24268 -1.77464 -0.00011
*
```

Output
Energy relative to the best compared isomer or geometry (same formula, charge and spin) (kJ/mol): 636.2
HOMO (hartree): -0.2808
Orbital gap (eV): 5.132



Record 2
Below is 2 unconnected molecules or ions with the total composition C6H13NO, with properties calculated with ωB97M-V/def2-TZVPD.

```
! wB97M-V def2-TZVPD RIJCOSX def2/J DEFGRID3
* xyz 1 2
C -2.67371 0.51728 -0.24088
C -1.34351 1.30517 -0.21264
C -0.26158 0.61917 0.47462
C 1.04892 0.54402 0.03512
C 1.96819 -0.35345 0.58200
C 3.33873 -0.39631 0.55146
N -3.05481 -0.02880 1.02900
H -2.75250 -0.23300 -1.02784
H -3.44061 1.24383 -0.51414
H -1.53843 2.26687 0.28890
H -1.13358 1.66345 -1.22783
H -0.54599 0.18724 1.41274
H 1.23037 0.87332 -0.97967
H 1.55240 -1.04300 1.31707
H 3.98775 0.35162 0.10687
H 3.87117 -1.01198 1.27023
H -3.37960 -0.98264 1.03210
H -2.81272 0.28097 1.95117
H 1.60747 -2.03270 -2.62401
H 2.58878 -1.66002 -1.55924
O 1.74329 -2.11102 -1.66500
*
```

Output
Expectation value of S²: 0.787
Energy relative to the best compared isomer or geometry (same formula, charge and spin) (kJ/mol): 211.1
HOMO (spin up / spin down) (hartree): -0.4539 / -0.4525
Orbital gap (spin up / spin down) (eV): 7.356 / 4.528



Record 3
Below is a molecular structure, C6H13NO2, with properties calculated with ωB97M-V/def2-TZVPD.

```
! wB97M-V def2-TZVPD RIJCOSX def2/J DEFGRID3
* xyz 0 1
C 0.16453 -0.50925 -1.34533
C -0.32722 -1.73937 -0.74765
C -0.01000 0.47691 -0.18352
C -1.43494 0.47383 0.26004
C 0.98720 0.31944 1.00577
C 1.29692 1.67674 1.71939
H -1.53654 -0.22576 -1.77045
H -0.76972 -1.11591 -3.17863
H 1.21418 -0.72658 -1.52216
H 0.05772 1.60671 -0.54511
H -1.81584 1.34458 -0.53785
H -1.66400 0.74020 1.58925
H -2.00197 -0.96447 -0.22500
H 0.12968 -0.29847 1.66706
H 2.02592 -0.39647 0.67313
H 2.10485 2.32115 1.27079
H 0.39334 2.29856 1.98687
H 1.51117 1.34982 2.85930
H 1.20832 -1.72753 0.51936
N -0.62937 -0.15642 -2.46046
O -1.32691 -2.37052 -1.24382
O 0.42269 -2.37719 0.20904
*
```

Output
Energy relative to the best compared isomer or geometry (same formula, charge and spin) (kJ/mol): 764.5
HOMO (hartree): -0.3604
Orbital gap (eV): 10.300



Record 4
Below is 2 unconnected molecules or ions with the total composition C6H13NO2, with properties calculated with ωB97M-V/def2-TZVPD.

```
! wB97M-V def2-TZVPD RIJCOSX def2/J DEFGRID3
* xyz 0 1
C -1.32406 0.35387 -0.86104
C -0.72727 0.17883 0.53636
C 0.51162 -1.12725 0.46009
O -0.19523 1.29999 1.04788
C -1.77388 -0.39948 1.50606
O -2.34893 -1.62049 1.08400
H -1.77245 -0.57302 -1.21131
H -0.57588 0.68082 -1.57802
H -2.09918 1.12234 -0.80759
H 0.14040 -1.90377 -0.20586
H 0.47321 -1.45254 1.49804
H 1.57847 -0.99552 0.32598
H 0.80845 1.53046 0.43284
H -1.32475 -0.47801 2.50292
H -2.59697 0.31640 1.56232
H -1.67065 -2.30484 1.11001
C 2.06486 1.53924 -0.41492
C 1.96613 0.48825 -1.26680
N 1.72516 -0.26580 -2.17148
H 2.82245 1.43371 0.35250
H 2.05245 2.52152 -0.87844
H 2.26607 -0.34469 -3.02354
*
```

Output
Energy relative to the best compared isomer or geometry (same formula, charge and spin) (kJ/mol): 443.1
HOMO (hartree): -0.3220
Orbital gap (eV): 9.051



Record 5
Below is a single C6H13NO2 molecule, with properties calculated with ωB97M-V/def2-TZVPD.

```
! wB97M-V def2-TZVPD RIJCOSX def2/J DEFGRID3
* xyz 0 1
C 1.09737 1.59917 -0.16913
C 0.60722 0.13315 0.03273
O 0.48617 -0.03320 1.45897
C 1.60578 -0.86965 -0.53891
O 2.77644 -0.88079 0.24991
C -0.77947 -0.04650 -0.52958
C -1.93065 0.75624 0.07519
N -2.77143 -0.46826 0.14136
C -1.55823 -1.27297 -0.02017
H 0.44883 2.30170 0.35065
H 2.12364 1.69976 0.28599
H 1.18325 1.90641 -1.22195
H 1.33367 -0.37763 1.76977
H 1.25806 -1.90655 -0.42961
H 1.82936 -0.66337 -1.59772
H 3.28252 -0.08501 0.04486
H -0.77921 -0.02998 -1.61190
H -2.42276 1.51109 -0.55307
H -1.69389 1.08519 1.07395
H -3.25045 -0.60269 1.04113
H -1.72702 -2.09173 -0.75319
H -1.11918 -1.66438 0.90072
*
```

Output
Energy relative to the best compared isomer or geometry (same formula, charge and spin) (kJ/mol): 196.5
HOMO (hartree): -0.3222
Orbital gap (eV): 9.428



Record 6
Below is a single C6H13NO2S2 molecule, with properties calculated with ωB97M-V/def2-TZVPD.

```
! wB97M-V def2-TZVPD RIJCOSX def2/J DEFGRID3
* xyz 0 1
C 2.18172 -0.49748 1.21898
C 0.62283 -0.49765 -0.78487
C -1.79597 -1.01633 -0.68040
C -0.91777 1.18156 -1.24668
C -1.22933 0.33328 1.20077
C -0.71993 0.08277 -0.26744
N 1.10719 1.66706 0.77179
O 2.14709 -2.75593 -0.02610
O 1.58044 0.19615 -1.22443
S 1.19758 -1.76458 0.48230
S 2.42377 1.04919 0.08027
H 1.67040 0.02979 1.99696
H 3.17791 -0.92733 1.46499
H 0.46350 -1.15252 -1.76787
H -2.72246 -0.79655 -0.17747
H -1.51978 -2.01078 -0.20285
H -1.98222 -1.30702 -1.73422
H -0.55625 0.72529 -2.23361
H -1.95316 1.43502 -1.41457
H -0.18166 2.08766 -1.10266
H -0.77298 -0.32499 2.02093
H -2.25041 0.15435 1.16393
H -1.20285 1.40481 1.59025
H 1.23234 2.70421 0.87201
*
```

Output
Energy relative to the best compared isomer or geometry (same formula, charge and spin) (kJ/mol): 201.9
HOMO (hartree): -0.3255
Orbital gap (eV): 8.986



The evaluated E for the records listed, in turn: -9964.581; -9960.170; -12010.802; -12014.132; -12016.689; -33682.892 eV.
The evaluated max |F| for the records listed, in turn: 3.44; 1.93; 6.91; 3.65; 1.65; 7.48 eV/A.